A 10-piece molecular cluster, C42H100N2O26S8 overall, computed with ωB97M-V with the def2-TZVPD basis set.

Calculated values
orbital gap (spin up / spin down)	7.79 / 9.31	eV
HOMO energy (spin up / spin down)	-7.49 / -9.01	eV
⟨S²⟩	2.01

Structure (ORCA input):
```
! RIJCOSX wB97M-V def2-TZVPD def2/J DEFGRID3
* xyz 0 3
C -2.27692 -2.54484 6.79536
C -2.57480 -3.68623 5.71882
C -3.73778 -3.12048 4.83680
C -3.83454 -3.85248 3.47611
C -2.51803 -3.67388 2.74194
C -1.39751 -4.24498 3.44360
N -1.30949 -3.81088 4.89419
O -0.37362 -4.13411 5.57590
C -1.43610 -5.80823 3.44631
C -0.04095 -3.71244 2.86307
C -2.84687 -4.94752 6.49627
H -2.03594 -1.53481 6.39448
H -1.43715 -2.83712 7.51751
H -3.16865 -2.43421 7.38868
H -4.60845 -3.13039 5.49865
H -3.30085 -2.15124 4.69642
H -4.61739 -3.40972 2.86629
H -4.24968 -4.91307 3.51983
H -2.46298 -2.58098 2.73107
H -2.55171 -3.88318 1.68594
H -0.43108 -6.09581 3.83557
H -2.16639 -6.20426 4.16026
H -1.58476 -6.31961 2.46801
H -0.13424 -2.65065 2.66988
H 0.73545 -3.99029 3.65587
H 0.25495 -4.22513 1.93680
H -3.62264 -4.85292 7.31843
H -1.95404 -5.35542 6.85757
H -3.19334 -5.63832 5.76171
C 1.12303 7.47436 -2.72924
C -0.26802 7.16025 -2.11894
C -1.58264 7.76721 -2.80193
C -2.87551 7.09844 -2.58367
C -2.77199 5.72515 -3.05740
C -1.63835 4.84295 -2.36303
N -0.32161 5.65974 -2.15242
O 0.63068 5.02971 -1.65635
C -2.09769 4.30251 -0.96435
C -1.31116 3.65168 -3.26513
C -0.25081 7.67301 -0.72386
H 1.28450 8.52802 -2.63321
H 1.19278 7.00446 -3.68057
H 1.76434 6.95402 -2.03539
H -1.55267 8.75610 -2.33948
H -1.32340 8.09845 -3.83918
H -3.68761 7.66445 -3.08261
H -3.08503 6.98079 -1.46538
H -2.71183 5.49298 -4.11954
H -3.67500 5.03878 -2.84400
H -1.23094 3.94637 -0.38771
H -2.63863 5.06707 -0.42149
H -2.71258 3.42961 -1.24885
H -2.25982 3.10285 -3.23193
H -1.01734 3.99019 -4.27050
H -0.54907 2.95630 -2.98533
H -0.03627 8.75544 -0.75131
H 0.55241 7.18284 -0.13612
H -1.29219 7.65982 -0.30890
O 3.24726 -4.01791 -3.07697
S 3.06806 -3.07257 -2.00592
O 1.86171 -2.33853 -1.87117
O 3.31014 -3.88284 -0.63569
C 4.30719 -4.86486 -0.54596
C 3.90500 -5.87272 0.46673
C 4.38961 -1.97352 -1.90723
H 5.31936 -4.45763 -0.33996
H 4.36435 -5.44509 -1.46606
H 4.61783 -6.71952 0.40843
H 2.94178 -6.39832 0.28053
H 3.84582 -5.45604 1.46136
H 4.33362 -1.38624 -1.00650
H 4.38505 -1.38847 -2.83173
H 5.28951 -2.50391 -1.82858
O -6.84919 -0.61381 -2.65717
S -5.76915 -1.13628 -3.47955
O -5.12891 -0.37556 -4.51954
O -4.69286 -1.65401 -2.39661
C -4.51607 -0.93209 -1.17470
C -4.13055 0.52418 -1.46587
C -6.03432 -2.78642 -4.18758
H -3.84842 -1.51805 -0.53961
H -5.50540 -0.98363 -0.63353
H -4.97232 1.06743 -1.94318
H -3.43522 0.48770 -2.29421
H -3.68505 1.07807 -0.60521
H -6.81447 -2.73406 -4.94295
H -6.45049 -3.30017 -3.34256
H -5.19929 -3.28490 -4.61824
O 1.77986 2.12175 -4.15759
S 2.88320 2.10927 -3.28523
O 3.44775 0.83458 -2.89514
O 4.01258 2.93389 -3.98427
C 4.71312 2.33053 -5.09277
C 3.91792 2.52087 -6.40473
C 2.68484 3.13238 -1.87147
H 4.96633 1.26813 -4.94911
H 5.59896 2.93945 -5.11131
H 3.65074 3.55772 -6.63976
H 2.95150 1.94093 -6.45610
H 4.52294 2.10370 -7.22535
H 2.02820 2.67628 -1.14857
H 2.40350 4.13880 -2.20972
H 3.72316 3.09270 -1.55338
O -3.73031 -4.51087 -5.65240
S -4.40812 -4.77370 -6.85827
O -5.84509 -4.66788 -6.91423
O -3.76836 -3.93010 -8.04363
C -3.32914 -2.59021 -7.81896
C -3.30534 -1.93633 -9.20610
C -3.84047 -6.36122 -7.47295
H -2.35556 -2.56631 -7.30733
H -4.11287 -2.09704 -7.22636
H -2.98784 -0.90858 -9.04459
H -4.33538 -1.81296 -9.57979
H -2.72414 -2.47081 -9.87911
H -4.19953 -6.59112 -8.47078
H -4.06350 -7.14988 -6.72236
H -2.75576 -6.30106 -7.50029
O 5.73525 -2.64909 2.29180
S 4.88819 -1.56748 2.65474
O 3.75060 -1.23003 1.84999
O 4.39803 -1.71911 4.20413
C 5.30654 -2.35822 5.10091
C 4.45340 -3.11163 6.18757
C 6.00908 -0.21118 2.78684
H 6.00993 -1.66844 5.56552
H 5.93194 -3.10616 4.61643
H 3.60990 -3.57190 5.75223
H 4.02653 -2.52286 7.03260
H 4.97740 -3.91381 6.67892
H 5.54154 0.71783 3.05426
H 6.62006 -0.07307 1.91537
H 6.75829 -0.50009 3.55383
O -1.73384 1.23996 5.40089
S -1.11254 2.24559 4.58650
O -0.80574 3.45458 5.20319
O 0.26084 1.65041 4.08045
C 0.49362 0.24003 3.78009
C 0.99433 -0.56730 4.99941
C -1.97500 2.47781 3.08398
H 1.24590 0.27433 2.99731
H -0.40320 -0.03325 3.21931
H 1.80899 0.03953 5.49454
H 1.29705 -1.55194 4.60258
H 0.24803 -0.70334 5.73995
H -1.26211 2.68053 2.30157
H -2.78293 3.18573 3.30095
H -2.50293 1.55269 2.95958
O 4.59885 3.90159 2.19303
S 3.54375 3.30776 2.88932
O 3.33957 1.87158 2.81065
O 3.62176 3.78772 4.41652
C 3.21977 2.79711 5.43140
C 3.65907 3.44532 6.73282
C 2.00771 4.05709 2.41656
H 3.68386 1.86193 5.17339
H 2.10416 2.74874 5.41107
H 2.99320 4.24209 7.06899
H 4.66957 3.78622 6.65924
H 3.63561 2.70852 7.52476
H 2.03188 5.18628 2.51163
H 1.25056 3.56636 3.08502
H 1.86121 3.80893 1.37028
O -0.15919 1.91598 -0.88072
S -0.03159 0.56006 -0.24783
O -0.88016 0.36940 0.89150
O -0.56450 -0.56810 -1.21237
C -0.33753 -0.45065 -2.68292
C -1.32058 -1.36571 -3.41518
C 1.63057 0.08204 0.21251
H 0.69760 -0.62020 -2.85620
H -0.65333 0.58542 -2.96398
H -1.24869 -2.44247 -3.33049
H -1.16782 -1.16536 -4.49617
H -2.34549 -1.16803 -3.25499
H 1.69985 -0.97379 0.42163
H 1.98414 0.64526 1.05972
H 2.22916 0.47533 -0.60727
*
```


An isolated ion of composition CNO4S and charge -1, computed with ωB97M-V with the def2-TZVPD basis set.

Calculated values
SMILES	O=[N+]([O-])OC([O-])=S
orbital gap	8.17	eV
HOMO energy	-4.48	eV

Structure (ORCA input):
```
! RIJCOSX wB97M-V def2-TZVPD def2/J DEFGRID3
* xyz -1 1
C 0.37505 -0.72794 1.01942
N -0.39652 0.74116 -0.75647
O -0.82093 0.12814 0.24483
O 0.78307 -0.20271 2.01160
O -1.28138 1.21852 -1.43807
O 0.74283 0.84926 -1.08266
S 0.59789 -2.00643 0.00135
*
```


C43H40N6O2STc as an isolated structure, computed with ωB97M-V with the def2-TZVPD basis set.

Calculated values
orbital gap (spin up / spin down)	6.99 / 5.51	eV
HOMO energy (spin up / spin down)	-12.53 / -12.53	eV
⟨S²⟩	3.81

Structure (ORCA input):
```
! RIJCOSX wB97M-V def2-TZVPD def2/J DEFGRID3
* xyz 2 4
Tc 0.79596 0.55412 -0.37181
C 2.77605 -0.24031 -4.17535
C 2.21580 -0.40100 -2.90971
N 1.68599 0.60486 -2.22517
C 1.70974 1.87212 -2.75074
C 2.25741 2.10768 -4.03103
C 2.78177 1.00784 -4.74276
C 2.27449 3.41698 -4.55366
C 1.74677 4.43576 -3.81296
C 1.19287 4.20665 -2.54425
C 1.17427 2.94706 -1.96293
N 0.69829 2.55679 -0.72162
C 0.24804 3.31510 0.34442
C 0.15101 4.69462 0.47116
C -0.33409 5.30599 1.63652
C -0.72386 4.56741 2.71816
C -0.64171 3.16121 2.65472
C -1.00826 2.33804 3.74000
C -0.91305 0.97403 3.62529
C -0.44821 0.42949 2.43066
N -0.07876 1.17340 1.39495
C -0.16943 2.53899 1.47825
H 3.18247 -1.10022 -4.68714
H 2.17688 -1.37126 -2.43159
H 3.18247 1.17513 -5.73459
H 2.69724 3.58600 -5.53477
H 1.75255 5.44545 -4.20002
H 0.76615 5.05685 -2.04632
H 0.46551 5.35157 -0.31759
H -0.39763 6.38499 1.66718
H -1.09139 5.03497 3.62158
H -1.35351 2.80587 4.65341
H -1.18003 0.31726 4.44046
H -0.36460 -0.64183 2.29844
C 1.01456 -1.39785 0.02197
C 1.18969 -2.59473 0.23483
C 1.41292 -3.97041 0.50673
C 2.07427 -4.78386 -0.42339
C 2.30607 -6.11542 -0.13482
C 1.88309 -6.65132 1.07500
C 1.22357 -5.85321 2.00160
C 0.98536 -4.52094 1.72330
H 2.39493 -4.36081 -1.36695
H 2.81483 -6.74416 -0.85288
H 2.06003 -7.69567 1.29327
H 0.89273 -6.27747 2.93980
H 0.46687 -3.89090 2.43449
C -5.13823 0.70911 3.36294
C -5.20108 -0.14307 2.12558
C -6.27787 -0.08405 1.24707
C -6.33431 -0.89989 0.12894
C -5.30662 -1.79712 -0.14896
N -5.41945 -2.61074 -1.29656
C -4.47476 -3.21826 -2.09290
O -4.71145 -4.23646 -2.69568
N -3.21111 -2.62025 -2.22918
C -2.81141 -1.30694 -2.02933
C -3.66095 -0.21904 -2.25779
C -3.19628 1.04828 -1.97102
C -1.92546 1.21598 -1.45925
N -1.08806 0.18226 -1.26301
C -1.52337 -1.04811 -1.58036
C -4.23920 -1.88675 0.74309
C -4.18806 -1.05884 1.84989
H -5.97241 1.40606 3.41013
H -4.20763 1.28059 3.39659
H -5.17147 0.08058 4.25512
H -7.08913 0.60653 1.44058
H -7.18200 -0.84136 -0.54393
H -6.34173 -2.97822 -1.47554
H -2.53354 -3.27216 -2.59392
H -4.65101 -0.37260 -2.66172
H -3.81306 1.91996 -2.13610
H -1.57038 2.20258 -1.20847
H -0.83333 -1.86645 -1.43115
H -3.46616 -2.62854 0.59037
H -3.35395 -1.14513 2.53785
C 6.58794 1.44488 0.17785
C 5.25955 1.51234 0.91979
S 4.07304 0.37981 0.12993
O 2.71717 1.00226 0.48549
C 4.25687 -1.07200 1.22932
C 3.62725 -0.85802 2.59632
H 7.35435 1.98028 0.73494
H 6.50886 1.89601 -0.81051
H 6.92714 0.41505 0.05079
H 4.79952 2.49690 0.85089
H 5.35952 1.23303 1.96677
H 5.32805 -1.27561 1.27250
H 3.76850 -1.88509 0.69370
H 4.30142 -0.34620 3.28076
H 3.36626 -1.82135 3.03184
H 2.71195 -0.27507 2.50219
*
```


A 2-piece molecular cluster, C4H12O overall, computed with ωB97M-V with the def2-TZVPD basis set.

Calculated values
SMILES	CCO.CC
orbital gap	11.06	eV
HOMO energy	-10.11	eV

Structure (ORCA input):
```
! RIJCOSX wB97M-V def2-TZVPD def2/J DEFGRID3
* xyz 0 1
C 1.34617 0.33378 0.21443
C 2.70434 0.05624 0.93418
O 1.02931 1.68005 0.12473
H 1.38961 0.07513 -0.95984
H 0.62150 -0.22644 0.83508
H 3.00066 -0.96815 1.00063
H 0.61302 2.01993 0.93215
H 2.67204 0.45280 2.02886
H 3.36136 0.55363 0.32717
C -2.38862 0.13361 -0.94857
C -1.81077 -1.14221 -0.36965
H -2.92066 0.01745 -1.86567
H -3.18026 0.67404 -0.48881
H -1.42671 0.80510 -0.99643
H -1.32338 -0.87292 0.57350
H -1.21066 -1.59861 -1.15888
H -2.47696 -1.99341 -0.18288
*
```


C46H51N5O5P2S3Ti as an isolated structure, computed with ωB97M-V with the def2-TZVPD basis set.

Calculated values
orbital gap (spin up / spin down)	5.00 / 5.92	eV
HOMO energy (spin up / spin down)	-1.44 / -2.36	eV
⟨S²⟩	2.00

Structure (ORCA input):
```
! RIJCOSX wB97M-V def2-TZVPD def2/J DEFGRID3
* xyz -2 3
Ti -0.59604 -0.21500 -0.20639
C 1.30694 2.17163 -2.77337
C 1.10569 0.83106 -3.48090
C 1.20268 1.02166 -4.99120
P -0.38238 0.01055 -2.75030
C -0.59542 -1.53326 -3.77800
C -1.43832 -2.53030 -2.98151
C -1.19945 -1.41671 -5.17724
C -1.83665 1.08289 -3.10921
C -2.24914 1.49831 -4.36970
C -3.35736 2.31207 -4.56581
C -4.07107 2.72955 -3.44514
C -3.68592 2.36362 -2.17331
C -2.54981 1.54554 -1.95711
N -2.04718 1.26813 -0.73948
C -2.67467 1.50948 0.48393
C -3.98580 1.11940 0.78352
C -4.45734 1.17811 2.08068
C -3.63893 1.64268 3.10634
C -2.36359 2.08883 2.81011
C -1.86774 2.05843 1.50896
P -0.25034 2.72850 0.93828
C 0.79557 2.86860 2.47244
C 0.54096 3.99813 3.46830
C 2.25897 2.90428 2.02521
C -0.74333 4.50658 0.60104
C -1.92262 5.05735 1.39666
C -1.02272 4.68254 -0.89413
H 2.30087 2.56914 -2.99677
H 1.20606 2.08599 -1.68904
H 0.56408 2.89599 -3.11941
H 1.90636 0.15310 -3.17409
H 0.36330 1.59577 -5.38725
H 1.26629 0.07382 -5.52661
H 2.11429 1.58135 -5.22275
H 0.42566 -1.92474 -3.86600
H -2.44474 -2.13663 -2.81992
H -1.02529 -2.72391 -1.99089
H -1.52065 -3.47477 -3.52741
H -2.23760 -1.08959 -5.11421
H -1.19031 -2.40221 -5.65326
H -0.66689 -0.73149 -5.83505
H -1.69394 1.17517 -5.24037
H -3.65534 2.61030 -5.56254
H -4.94133 3.36655 -3.56671
H -4.23548 2.72636 -1.31424
H -4.60030 0.69764 -0.00294
H -5.45085 0.81026 2.30341
H -3.98826 1.62934 4.13028
H -1.73551 2.44688 3.61461
H 0.61004 1.90907 2.97054
H 0.73439 4.97695 3.02003
H 1.21763 3.89059 4.32203
H -0.47211 4.00629 3.86572
H 2.48387 3.84474 1.50918
H 2.47985 2.07934 1.34928
H 2.92567 2.83503 2.89121
H 0.15981 5.08104 0.84347
H -2.83800 4.52224 1.13885
H -2.06927 6.11525 1.15370
H -1.79248 4.97382 2.47460
H -1.88821 4.09459 -1.20478
H -0.17722 4.36009 -1.50262
H -1.23229 5.73244 -1.12349
N -2.27546 -1.54547 0.01990
C -3.11547 -2.09182 0.62027
N -4.03101 -2.79442 1.17942
C -5.17302 -2.28076 1.56929
N -6.22664 -1.91645 1.89155
O 0.02304 -3.29596 7.71920
S -0.57074 -2.02324 7.37932
O -1.64506 -1.56434 8.22747
N -0.96524 -1.95003 5.81441
C -0.25354 -1.06614 5.13936
S -0.36534 -0.65007 3.53296
C 0.78052 -0.35964 6.01919
C 1.71506 0.59991 5.66357
C 2.53047 1.12361 6.65794
C 2.41638 0.68991 7.98061
C 1.49190 -0.28620 8.32946
C 0.69243 -0.79202 7.32102
H 1.79128 0.91380 4.63079
H 3.26280 1.88124 6.40531
H 3.05784 1.11872 8.74172
H 1.39679 -0.63883 9.34810
O 3.01838 -1.78888 -2.61422
S 2.08228 -2.64749 -1.81859
C 1.91101 -4.17033 -2.76338
C 0.84279 -5.01690 -2.50160
C 0.66792 -6.14489 -3.29099
C 1.54717 -6.39839 -4.33726
C 2.59786 -5.52810 -4.60267
C 2.78172 -4.39906 -3.81743
C 3.10817 -3.27690 -0.47692
C 2.82687 -4.45148 0.20461
C 3.62140 -4.82184 1.27484
C 4.68355 -4.01511 1.66735
C 4.95296 -2.84364 0.98043
C 4.16321 -2.46528 -0.09803
H 0.14642 -4.78926 -1.70373
H -0.16235 -6.81114 -3.09762
H 1.40305 -7.27369 -4.95880
H 3.26778 -5.72030 -5.43138
H 3.56946 -3.68209 -4.00881
H 1.98923 -5.07160 -0.08273
H 3.40150 -5.73386 1.81351
H 5.28771 -4.29634 2.52019
H 5.76946 -2.20485 1.29238
H 4.34924 -1.55037 -0.64385
O 0.57702 -2.01222 0.55038
C 1.40168 -1.16942 0.96642
O 1.42521 0.01076 0.49121
H 2.15444 -1.42124 1.72669
*
```


Energy above the lowest of the compared OMol25 structures with the same formula, charge and spin per entry: 0.6706, 3.2226, 0.1417, 1.6320, 1.0772 eV
Largest force on an atom per entry: 0.1089, 0.0710, 0.0212, 0.0608, 0.0147 Eh/bohr
DFT total energy per entry: -6911.19636, -791.95768, -2620.14794, -234.77264, -5160.35197 hartree